Entry 1:
# C4H13NS

2 unconnected molecules or ions with the total composition C4H13NS at a distorted geometry (the ωB97M-V functional and the def2-TZVPD basis, OMol25).

Structure (XYZ):
```
19
Properties=species:S:1:pos:R:3:forces:R:3:lowdin_charge:R:1
C 0.23352 1.66549 1.76934 -0.09 -2.02 -1.77 -0.18
C -1.17034 2.10578 1.42275 -0.63 1.42 -3.01 -0.47
S -1.71015 1.59836 -0.44602 -0.05 0.04 1.79 0.62
H 0.96377 1.80942 0.93336 -0.52 0.11 0.86 0.07
H 0.60739 2.01356 2.70127 0.23 0.83 0.69 0.05
H 0.12916 0.54446 1.91176 0.41 1.14 -0.36 0.09
H -1.81818 1.61411 2.06306 -1.57 -0.87 1.08 0.02
H -1.52103 3.16591 1.31720 1.19 -0.76 0.71 0.05
H -2.90291 0.94440 -0.23827 0.84 0.43 0.20 -0.15
C 1.44715 -2.32076 -0.52916 0.44 0.55 -1.06 -0.17
N 0.74023 -1.01137 -0.61465 1.48 -1.00 -0.15 -0.19
C -0.19710 -0.93974 -1.78193 2.03 -0.76 -0.21 -0.20
H 1.83759 -2.46431 0.49319 -0.34 -0.34 -0.55 0.07
H 2.26583 -2.52259 -1.29306 -0.16 1.00 0.82 0.08
H 0.79444 -3.07210 -0.92618 -0.93 -0.75 0.88 0.05
H 1.51911 -0.32682 -0.49673 -1.52 -0.14 -0.92 0.10
H -0.17884 0.06247 -2.16617 -0.70 0.45 0.15 0.01
H 0.11453 -1.54406 -2.69561 -0.03 0.21 1.16 0.08
H -1.15418 -1.32223 -1.42415 -0.09 0.45 -0.31 0.06
```
Positions in Å, forces in eV/Å.

Results
Total energy, Eh: -613.06141
Frontier orbital gap, eV: 9.4
Lowest unoccupied orbital energy, eV: 0.9
Energy above the lowest of the compared OMol25 structures with the same formula, charge and spin, kJ/mol: 177.5
Charge: 0
F_max, Eh/bohr: 0.06588

=====

Entry 2:
# C4H13O3S

4 unconnected molecules or ions with the total composition C4H13O3S (the ωB97M-V functional and the def2-TZVPD basis, OMol25).

Structure (XYZ):
```
21
Properties=species:S:1:pos:R:3:forces:R:3:lowdin_charge:R:1
C 0.79752 1.30323 -2.10107 -0.17 -0.21 0.33 -0.28
O 1.47375 2.20197 -2.52028 0.38 0.38 -0.14 0.03
C 1.20714 0.35590 -0.99997 -0.20 -0.14 -0.39 -0.17
C 0.11061 -0.63350 -0.65685 -0.30 -0.73 -0.21 -0.31
C 0.39817 -1.39668 0.62576 0.30 0.60 -0.24 -0.60
S -0.44994 -2.96319 0.79983 -0.25 -0.41 0.09 0.67
H -0.18408 1.10479 -2.56174 -0.23 -0.07 0.02 0.12
H 1.32558 7.08041 -0.28602 0.10 -0.03 0.04 0.00
H 2.08746 -0.17037 -1.39925 0.01 0.06 0.24 0.12
H 1.50449 0.91550 -0.11980 0.08 0.28 0.08 0.13
H -0.84925 -0.15092 -0.52703 -0.07 0.43 -0.01 0.08
H -0.03300 -1.34438 -1.47254 0.20 -0.12 -0.17 0.09
H 0.15816 -0.74163 1.44992 -0.21 0.11 0.45 0.05
H 1.45763 -1.61312 0.70067 0.30 -0.30 0.00 0.06
H -1.65809 -2.49644 1.15321 0.10 0.12 0.00 -0.14
H -1.41101 1.24106 1.47145 0.53 -0.27 -0.36 -0.04
H -0.87009 0.06547 3.24508 0.07 0.09 -0.16 -0.12
O -1.44982 0.68432 2.79316 -0.29 0.02 0.00 -0.47
H 2.00275 6.89951 -0.03574 -0.10 0.03 -0.04 0.00
H -1.75295 2.53752 0.64848 0.15 -0.16 -0.22 -0.01
O -1.35107 1.67508 0.47808 -0.40 0.33 0.71 -0.21
```
Positions in Å, forces in eV/Å.

Results
Total energy, Eh: -784.08544
Frontier orbital gap, eV: 7.1
Lowest unoccupied orbital energy, eV: 3.2
Energy above the lowest of the compared OMol25 structures with the same formula, charge and spin, kJ/mol: 133.6
Charge: -1
F_max, Eh/bohr: 0.01706

=====

Entry 3:
# C4H13O4

A molecular structure, C4H13O4 at a distorted geometry (the ωB97M-V functional and the def2-TZVPD basis, OMol25).

Structure (XYZ):
```
21
Properties=species:S:1:pos:R:3:forces:R:3:lowdin_charge:R:1
C 1.47426 0.49072 0.55135 -2.30 0.37 2.81 -0.13
C 1.32495 -0.87583 1.27380 -0.34 1.25 1.74 -0.17
C -0.11763 -1.39601 1.55888 -0.33 -1.18 -0.08 -0.34
O -1.12815 -0.49666 1.61883 -2.48 4.13 -2.42 -0.17
C 1.14537 0.38334 -0.93209 1.62 -0.11 -2.52 -0.23
O 0.34635 1.45444 -1.26265 -0.20 -0.24 0.73 0.11
H 0.58398 1.04795 1.05097 1.34 -0.48 -0.85 0.14
H 2.35322 1.08930 0.84836 -0.21 -0.51 -0.74 0.13
H 1.69562 -0.75464 2.29823 0.54 0.41 -0.28 0.11
H 1.89845 -1.64113 0.83835 0.79 -1.02 -0.75 0.09
H -0.30306 -2.19345 0.77670 -0.11 0.25 0.99 0.12
H -0.27894 -1.71654 2.65082 1.47 -0.95 -1.65 0.14
H 0.65808 -0.59084 -1.15538 -0.18 0.52 0.33 0.16
H 1.98928 0.52434 -1.63818 0.18 -0.65 0.84 0.14
H -0.69241 1.12220 -0.76391 -2.94 0.81 0.03 0.05
H -1.49032 0.15862 0.74793 1.16 -2.36 1.88 0.12
H -2.25331 1.77371 -0.12954 -0.71 1.75 0.59 0.03
O -1.92770 0.97056 -0.46419 2.67 -1.84 -0.19 -0.19
H -2.24424 0.34623 -1.95367 1.00 -0.95 -2.85 0.07
H -1.10165 0.30135 -2.99393 4.73 1.78 -0.61 -0.09
O -1.93215 0.00236 -2.92067 -5.71 -0.97 3.01 -0.09
```
Positions in Å, forces in eV/Å.

Results
Total energy, Eh: -460.97146
Frontier orbital gap (spin up / spin down), eV: 10.0 / 5.3
Lowest unoccupied orbital energy (spin up / spin down), eV: 0.5 / -4.2
Spin multiplicity: 2
Energy above the lowest of the compared OMol25 structures with the same formula, charge and spin, kJ/mol: 224.4
Charge: 0
F_max, Eh/bohr: 0.12689

=====

Entry 4:
# C4H13O9PPd2

A molecular structure, C4H13O9PPd2 at a distorted geometry (the ωB97M-V functional and the def2-TZVPD basis, OMol25).

Structure (XYZ):
```
29
Properties=species:S:1:pos:R:3:forces:R:3:lowdin_charge:R:1
Pd 3.94667 -17.40964 -10.62480 -0.05 0.17 1.23 1.04
Pd 6.15829 -19.63594 -9.67272 -1.08 1.11 1.15 1.00
O 4.37713 -19.47133 -10.85128 0.86 -0.77 -0.37 -0.45
H 4.18349 -20.35605 -11.16582 -0.48 -0.04 0.16 0.00
P 5.14018 -17.49272 -8.11178 -0.66 -0.76 -1.68 -0.04
O 5.82099 -16.67179 -7.15597 0.83 1.74 2.09 -0.27
O 3.71160 -17.01268 -8.59551 -0.07 -0.25 0.21 -0.40
O 5.20128 -19.01849 -7.80876 0.01 -0.72 -0.55 -0.38
O 5.85782 -17.46835 -9.55004 0.77 -0.26 -1.36 -0.49
C 1.76697 -18.92743 -12.65322 0.72 -0.08 -0.68 -0.25
C 1.01008 -17.99797 -11.78608 -1.08 0.50 1.08 -0.22
O 1.70243 -17.81859 -10.52507 -0.72 -0.25 -1.18 -0.13
O 3.08176 -18.45643 -12.94724 -0.23 0.27 -0.08 -0.11
H 1.24201 -18.99882 -13.60685 -0.12 -0.19 0.01 0.13
H 1.82378 -19.91198 -12.18667 -0.09 -0.06 0.00 0.13
H 0.01283 -18.42913 -11.60654 0.24 -0.08 0.09 0.13
H 0.80359 -17.02843 -12.25074 0.45 0.01 -0.09 0.13
H 1.06817 -17.56040 -9.84965 0.32 0.18 0.20 0.11
H 3.70088 -18.95938 -12.38916 0.18 -0.11 -0.02 0.00
C 6.48106 -22.66539 -10.53303 0.42 -0.37 -0.89 -0.22
C 6.17046 -22.78237 -9.07213 -0.29 0.07 0.20 -0.22
O 5.24298 -21.72336 -8.78829 0.37 -0.99 -0.26 -0.11
O 7.25600 -21.46858 -10.77208 -0.39 -0.36 0.15 -0.12
H 5.55558 -22.66367 -11.12187 -0.06 0.43 0.21 0.12
H 7.02014 -23.52652 -10.94399 0.19 0.02 0.51 0.13
H 7.07043 -22.67772 -8.45860 0.06 0.07 -0.12 0.13
H 5.74588 -23.76920 -8.86205 -0.13 0.08 -0.09 0.13
H 4.87045 -21.85130 -7.90948 0.06 0.47 0.10 0.11
H 7.90453 -21.63817 -11.45965 -0.02 0.18 -0.03 0.10
```
Positions in Å, forces in eV/Å.

Results
Total energy, Eh: -1434.41597
Frontier orbital gap (spin up / spin down), eV: 8.2 / 7.4
Lowest unoccupied orbital energy (spin up / spin down), eV: -0.2 / -1.0
Spin multiplicity: 5
Charge: 0
F_max, Eh/bohr: 0.05531

=====

Entry 5:
# C4H14N2O

2 unconnected molecules or ions with the total composition C4H14N2O at a distorted geometry (the ωB97M-V functional and the def2-TZVPD basis, OMol25).

Structure (XYZ):
```
21
Properties=species:S:1:pos:R:3:forces:R:3:lowdin_charge:R:1
C 1.27394 0.52619 0.43703 -0.39 -0.15 0.04 -0.38
O 0.47226 -0.54805 0.78424 -0.66 -0.73 0.46 -0.19
C 1.69736 1.31224 1.67872 0.29 0.24 -0.65 -0.28
N 2.65169 2.37762 1.28346 0.02 0.08 0.29 -0.03
H 2.18301 0.17068 -0.06746 0.10 0.25 -0.24 0.10
H 0.73032 1.23185 -0.20435 0.28 0.04 -0.27 0.10
H 0.81012 1.79936 2.08121 -0.02 -0.19 0.27 0.10
H 2.14959 0.63780 2.40739 -0.29 -0.10 0.17 0.10
H 2.51861 3.18478 1.87709 -0.11 0.12 -0.01 0.04
H 3.60354 2.09254 1.47764 0.02 -0.18 -0.19 0.05
C -2.59354 -1.38811 -0.27289 0.15 -0.27 -0.39 -0.34
N -1.24152 -1.48896 -0.83271 -0.29 0.17 0.03 -0.21
C -1.07313 -0.75072 -2.08005 -0.04 -0.17 -0.33 -0.35
H -2.61364 -1.86558 0.70746 0.01 0.15 0.11 0.05
H -2.84920 -0.33260 -0.20563 -0.12 -0.01 0.21 0.05
H -3.33346 -1.89048 -0.90866 -0.03 0.12 -0.06 0.00
H -1.04447 -2.46922 -1.03478 0.00 -0.02 0.09 0.05
H -0.28970 -0.94026 0.10085 1.20 0.70 0.36 0.03
H -1.80344 -1.08531 -2.82609 0.07 0.13 -0.10 0.00
H -0.05952 -0.89785 -2.46166 0.00 -0.16 -0.01 0.05
H -1.18880 0.32409 -1.94082 -0.18 -0.01 0.21 0.06
```
Positions in Å, forces in eV/Å.

Results
Total energy, Eh: -345.46486
Frontier orbital gap (spin up / spin down), eV: 2.3 / 8.9
Lowest unoccupied orbital energy (spin up / spin down), eV: 3.5 / 3.4
Spin multiplicity: 2
Energy above the lowest of the compared OMol25 structures with the same formula, charge and spin, kJ/mol: 97.0
Charge: -1
F_max, Eh/bohr: 0.02792

=====

Entry 6:
# C4H14N2O

2 unconnected molecules or ions with the total composition C4H14N2O at a distorted geometry (the ωB97M-V functional and the def2-TZVPD basis, OMol25).

Structure (XYZ):
```
21
Properties=species:S:1:pos:R:3:forces:R:3:lowdin_charge:R:1
C -0.47055 1.08141 2.28465 1.92 0.17 0.45 -0.14
N -0.25004 -0.11865 1.50852 -0.41 -0.53 -0.63 -0.14
C 0.38077 0.08497 0.21657 0.17 -0.40 -0.35 -0.28
C 0.21985 -1.11807 -0.71981 -0.70 0.43 0.33 -0.20
C 0.90008 -0.88073 -2.05269 0.57 -0.06 -0.41 -0.29
N 2.37066 -0.73623 -1.98686 -0.47 0.34 -0.24 -0.02
H 0.28148 1.18529 3.07132 -0.09 -0.31 0.51 0.07
H -0.16686 1.95992 1.71164 -0.90 0.11 -0.36 0.08
H -1.43747 1.13059 2.75714 -0.48 0.24 -0.14 0.07
H 0.26124 -0.84735 1.99244 -0.24 0.24 0.26 0.11
H 1.45196 0.32864 0.31124 -0.15 0.25 -0.05 0.11
H -0.14501 0.89404 -0.30147 0.23 0.19 0.20 0.12
H -0.86622 -1.24932 -0.79754 0.10 -0.04 -0.44 0.11
H 0.55796 -2.06429 -0.30501 0.41 -0.06 0.33 0.11
H 0.52650 -0.00182 -2.57981 -0.14 0.23 0.30 0.11
H 0.68485 -1.67608 -2.75178 -0.17 -0.55 -0.02 0.09
H 2.59443 0.25009 -1.89823 0.26 -0.36 0.26 0.06
H 2.77931 -1.26835 -1.22758 -0.04 0.18 -0.02 0.06
O -3.48264 0.77423 0.06570 0.30 0.19 0.22 -0.06
H -2.80030 0.54124 0.71131 -0.05 -0.22 -0.12 0.01
H -3.39000 1.73048 -0.00977 -0.13 -0.05 -0.09 0.03
```
Positions in Å, forces in eV/Å.

Results
Total energy, Eh: -345.52029
Frontier orbital gap, eV: 9.6
Lowest unoccupied orbital energy, eV: 0.8
Energy above the lowest of the compared OMol25 structures with the same formula, charge and spin, kJ/mol: 146.7
Charge: 0
F_max, Eh/bohr: 0.03851

=====

Number 1: molar mass 107.222 g/mol. Number 2: molar mass 141.212 g/mol. Number 3: molar mass 125.144 g/mol. Number 4: molar mass 448.953 g/mol. Number 5: molar mass 106.169 g/mol. Number 6: molar mass 106.169 g/mol.